No. 1
{"formula": "C24H31ClN2O4", "method": "ωB97M-V/def2-TZVPD", "e_homo_ev": -8.46, "relative_energy_ev": 0.0000, "lumo_ev": 0.03, "smiles": "C[C@H](Oc1cc2oc(=O)c3c(c2cc1Cl)CCC3)C(=O)NC1CC(C)(C)NC(C)(C)C1", "spin_multiplicity": 1, "orbital_gap_ev": 8.4852, "species": ["C", "H", "H", "H", "C", "H", "C", "O", "N", "H", "C", "C", "H", "H", "C", "N", "H", "C", "C", "H", "H", "C", "H", "H", "H", "C", "H", "H", "H", "C", "H", "H", "H", "C", "H", "H", "H", "H", "O", "C", "C", "C", "C", "C", "C", "Cl", "H", "C", "C", "C", "O", "O", "C", "H", "H", "C", "H", "H", "C", "H", "H", "H"], "positions_angstrom": [[1.8022, 4.7635, -1.4648], [2.4819, 4.7501, -2.3116], [1.2858, 5.7190, -1.4302], [2.3703, 4.6387, -0.5463], [0.7912, 3.6304, -1.6102], [0.2167, 3.7615, -2.5370], [1.5332, 2.2836, -1.7022], [1.8795, 1.8256, -2.7695], [1.7723, 1.7123, -0.5100], [1.4128, 2.1588, 0.3214], [2.2210, 0.3380, -0.3753], [3.2011, 0.2129, 0.7843], [4.0747, 0.8413, 0.6065], [2.7066, 0.5666, 1.6948], [3.6508, -1.2513, 0.9956], [2.5258, -2.1784, 1.0339], [2.1280, -2.1622, 1.9662], [1.4412, -2.0475, 0.0665], [1.0181, -0.5779, -0.1434], [0.3393, -0.5169, -0.9947], [0.4805, -0.2251, 0.7441], [0.2437, -2.8208, 0.6329], [0.5157, -3.8628, 0.7785], [-0.0714, -2.4076, 1.5905], [-0.5975, -2.7709, -0.0539], [1.8237, -2.6942, -1.2701], [2.4811, -2.0644, -1.8575], [0.9278, -2.8797, -1.8570], [2.3227, -3.6404, -1.0827], [4.3544, -1.3568, 2.3546], [5.2200, -0.7003, 2.3876], [4.6837, -2.3795, 2.5175], [3.6830, -1.0771, 3.1650], [4.6575, -1.6686, -0.0834], [4.8046, -2.7435, -0.0389], [4.3227, -1.4071, -1.0800], [5.6112, -1.1768, 0.0916], [2.7036, 0.0956, -1.3249], [-0.0722, 3.6967, -0.4825], [-1.0576, 2.7853, -0.3443], [-1.3614, 1.7853, -1.2541], [-2.3626, 0.8582, -0.9710], [-3.1042, 0.9425, 0.2211], [-2.8087, 1.9688, 1.1254], [-1.8035, 2.8615, 0.8517], [-1.4090, 4.1059, 1.9815], [-3.3626, 2.0488, 2.0465], [-4.1109, -0.0525, 0.4098], [-4.2886, -1.0319, -0.5089], [-3.4920, -1.1262, -1.7102], [-3.5631, -1.9795, -2.5577], [-2.5610, -0.1199, -1.8775], [-5.3706, -1.9855, -0.1093], [-6.0421, -2.2063, -0.9379], [-4.9268, -2.9309, 0.2127], [-6.0674, -1.2533, 1.0520], [-6.3765, -1.9380, 1.8388], [-6.9566, -0.7443, 0.6795], [-5.0555, -0.2094, 1.5611], [-5.5327, 0.7314, 1.8346], [-4.5076, -0.5739, 2.4341], [-0.8263, 1.6794, -2.1833]], "forces_ev_per_a": [[-0.3, -0.2, 0.0], [0.1, 0.0, -0.1], [0.0, 0.1, 0.0], [0.1, 0.0, 0.1], [0.3, 0.0, -0.5], [0.1, -0.2, 0.2], [-0.3, 0.4, 0.3], [0.0, -0.1, -0.4], [0.2, -0.1, 0.4], [0.0, 0.0, -0.1], [0.0, -0.1, 0.0], [0.0, -0.3, -0.2], [0.0, 0.1, 0.0], [0.0, 0.0, 0.1], [0.3, 0.3, 0.2], [-0.1, -0.2, 0.4], [0.0, 0.0, 0.0], [-0.5, 0.0, -0.1], [0.4, -0.2, -0.1], [-0.1, 0.0, 0.0], [0.0, 0.0, 0.0], [0.3, 0.1, -0.1], [0.0, -0.2, 0.0], [0.0, 0.1, 0.1], [-0.1, 0.0, -0.1], [-0.1, 0.1, 0.2], [0.1, 0.1, -0.1], [-0.1, 0.0, -0.1], [0.1, -0.1, 0.0], [-0.2, 0.0, -0.3], [0.1, 0.1, 0.0], [0.1, -0.1, 0.0], [-0.1, 0.0, 0.1], [-0.1, 0.1, 0.1], [0.0, -0.1, 0.0], [0.0, 0.0, -0.2], [0.1, 0.1, 0.0], [0.0, 0.0, 0.1], [0.0, 0.1, 0.1], [-0.5, -0.2, 0.2], [0.0, 0.0, -0.1], [0.0, 0.6, 0.8], [0.4, 0.1, -0.4], [0.1, -0.1, -0.3], [0.2, 0.1, -0.1], [0.0, 0.1, 0.2], [-0.1, 0.0, 0.1], [-0.2, -0.6, -0.5], [-0.1, 0.5, 0.5], [-0.1, -0.4, -0.3], [0.0, 0.3, 0.3], [0.1, -0.1, -0.3], [0.0, -0.1, -0.1], [0.0, -0.1, 0.0], [0.0, -0.1, 0.0], [0.0, 0.0, 0.0], [-0.1, 0.0, 0.0], [0.0, 0.0, 0.0], [0.0, 0.0, 0.1], [0.0, 0.0, 0.1], [0.0, 0.1, 0.1], [0.1, 0.0, -0.1]], "mulliken_charge": [-1.65, 0.42, 0.43, 0.34, 0.47, 0.34, 0.21, -0.68, 0.07, 0.39, -0.51, -1.44, 0.39, 0.35, 1.85, -0.35, 0.43, 1.84, -1.04, 0.37, 0.31, -2.05, 0.44, 0.51, 0.39, -1.95, 0.30, 0.51, 0.43, -2.00, 0.44, 0.43, 0.48, -1.86, 0.39, 0.30, 0.48, 0.40, -0.51, 0.12, 0.31, -0.52, 0.58, -1.02, 0.23, -0.22, 0.56, 0.93, 0.55, -0.02, -0.66, -0.56, -0.89, 0.32, 0.27, -0.73, 0.32, 0.30, -0.76, 0.39, 0.32, 0.54]}

No. 2
{"formula": "H28NO12", "method": "ωB97M-V/def2-TZVPD", "e_homo_ev": -13.11, "relative_energy_ev": 5.1577, "lumo_ev": -3.07, "charge": 1, "spin_multiplicity": 1, "orbital_gap_ev": 10.0380, "species": ["N", "H", "H", "H", "H", "O", "H", "H", "O", "H", "H", "O", "H", "H", "O", "H", "H", "O", "H", "H", "O", "H", "H", "O", "H", "H", "O", "H", "H", "O", "H", "H", "O", "H", "H", "O", "H", "H", "O", "H", "H"], "positions_angstrom": [[0.0381, 0.2483, -0.3625], [0.0368, 1.0514, -0.9400], [-0.9495, 0.2109, 0.2027], [0.6935, 0.1577, 0.2060], [-0.0628, -0.6045, -0.9795], [-2.4232, 0.0335, 3.0125], [-2.6311, 0.2037, 3.9931], [-1.6777, 0.4623, 2.8451], [1.9304, -1.6244, -1.8729], [1.9879, -2.4332, -1.9468], [2.1419, -1.5669, -2.9159], [0.8531, 3.3393, 0.2853], [0.5337, 2.8548, 0.9575], [0.1928, 3.9749, -0.1497], [-0.6296, -1.6588, 2.0896], [-1.2862, -1.0810, 2.5309], [-0.2522, -2.1410, 2.7435], [-2.2062, 2.4488, -1.2940], [-2.6466, 2.6739, -2.1375], [-2.2858, 3.0284, -0.6509], [1.1363, 1.1057, -3.1411], [2.1124, 1.3401, -2.8411], [1.4395, 0.5504, -3.8806], [3.2163, -0.2463, 0.7341], [3.0915, -0.9207, 1.4310], [4.1418, 0.0377, 0.9422], [2.2778, 0.8115, 2.9790], [2.4444, 1.0658, 2.1140], [2.8178, 1.4383, 3.4017], [-0.4605, -3.5151, -2.8965], [-0.6226, -2.8377, -3.3307], [-0.9514, -3.1659, -2.1744], [-1.4631, -3.0405, -0.1212], [-1.1523, -2.4976, 0.7896], [-2.3505, -3.1446, 0.1296], [-2.0711, -0.6207, -2.3104], [-2.9441, -0.7900, -1.8504], [-1.8196, 0.3278, -2.3039], [-0.1909, 1.2847, 1.9992], [-0.6158, 2.1523, 2.2828], [0.6069, 1.0869, 2.4307]], "forces_ev_per_a": [[-11.7, -2.3, -5.2], [0.4, 1.3, -0.7], [3.2, 0.4, -1.6], [7.7, -0.8, 6.3], [0.6, 0.8, 0.4], [-5.8, -2.6, 3.6], [0.4, -0.5, -2.2], [5.2, 3.6, -1.1], [0.2, 12.6, -3.7], [0.4, -13.8, 0.5], [-0.8, 1.1, 3.3], [1.1, 4.0, -5.2], [-2.3, -2.3, 3.4], [1.3, -1.7, 1.4], [-1.5, 2.5, -3.0], [-0.2, -0.6, -0.1], [1.9, -2.5, 3.1], [0.9, -5.2, -5.4], [0.2, 0.4, 1.2], [-1.1, 4.7, 4.2], [3.8, 0.3, 0.5], [-3.0, -0.2, -0.3], [-0.9, 0.0, -0.1], [1.2, -0.1, 0.8], [-0.1, 0.3, -0.5], [-1.0, -0.2, -0.6], [-1.5, -1.2, 1.7], [0.7, 0.1, -3.3], [1.0, 1.2, 1.8], [2.3, -9.0, 5.7], [-1.6, 9.7, -8.2], [-0.6, -0.7, 2.6], [2.7, 2.5, 2.9], [-0.5, -1.9, -3.1], [-2.2, -0.7, 0.1], [-0.5, 0.0, 0.6], [1.6, 0.8, -0.8], [-1.0, -0.8, 0.1], [-3.8, 2.3, -1.0], [1.3, -1.7, 0.0], [2.1, 0.0, 2.0]], "mulliken_charge": [-0.15, 0.26, 0.42, 0.13, 0.31, -0.63, 0.38, 0.37, -0.46, 0.20, 0.29, -0.61, 0.32, 0.30, -0.67, 0.40, 0.25, -0.53, 0.31, 0.23, -0.64, 0.34, 0.29, -0.68, 0.35, 0.31, -0.65, 0.31, 0.31, -0.54, 0.29, 0.24, -0.64, 0.36, 0.28, -0.56, 0.32, 0.25, -0.82, 0.32, 0.45]}

No. 3
{"formula": "C2H3N3", "method": "ωB97M-V/def2-TZVPD", "e_homo_ev": [-5.40, -10.11], "relative_energy_ev": 1.1904, "lumo_ev": [1.02, -2.26], "spin_multiplicity": 3, "orbital_gap_ev": [6.4217, 7.8468], "species": ["C", "C", "N", "N", "N", "H", "H", "H"], "positions_angstrom": [[1.0993, -0.3633, -0.2555], [-1.8195, 1.1415, 0.8355], [0.4285, 0.6514, 0.3371], [-0.7865, 0.7572, 0.4497], [0.5455, -1.3413, -0.8420], [2.1823, -0.1998, -0.1576], [-2.8388, 1.3703, 0.8755], [1.1892, -2.0160, -1.2426]], "forces_ev_per_a": [[1.0, 0.5, 0.2], [-2.6, 2.1, 4.5], [3.9, 1.1, 1.5], [0.1, -2.5, -4.7], [-1.2, -1.1, -0.4], [-0.4, -0.1, -0.1], [-1.1, -0.2, -1.0], [0.2, 0.2, 0.1]], "lowdin_spin": [0.06, 0.69, 0.45, 0.37, 0.33, 0.00, 0.09, 0.01]}